## P
{"formula": "C8H20LiNO8P", "method": "ωB97M-V/def2-TZVPD", "homo_ev": -1.26, "charge": -1, "orbital_gap_ev": 2.81, "e_lumo_ev": 1.55, "species": ["C", "N", "C", "C", "C", "C", "O", "H", "H", "H", "H", "H", "H", "H", "H", "H", "H", "H", "H", "H", "H", "Li", "P", "O", "O", "O", "O", "C", "O", "C", "O", "O", "C", "H", "H", "H", "H", "H", "H"], "coordinates": [[1.565, -0.952, -2.957], [0.799, -1.285, -1.887], [0.569, -2.800, -2.025], [1.281, -0.927, -0.486], [-0.562, -0.593, -1.996], [-1.720, -1.099, -1.040], [-2.885, -0.313, -1.279], [1.029, -1.128, -3.996], [2.585, -1.397, -3.221], [1.712, 0.024, -2.847], [1.545, -3.284, -2.223], [-0.026, -3.107, -2.854], [0.119, -3.341, -1.082], [2.203, -1.499, -0.347], [0.477, -1.423, 0.168], [1.585, 0.100, -0.728], [-0.977, -0.777, -2.934], [-0.549, 0.487, -1.933], [-1.498, -0.732, -0.011], [-1.958, -2.086, -1.020], [-2.780, 0.657, -0.972], [-0.931, 1.783, 0.825], [-1.725, 3.325, -0.635], [-0.446, 2.828, -0.768], [-2.351, 1.893, -0.344], [-2.331, 4.363, -1.582], [-1.631, 3.572, 0.765], [1.898, 2.300, 2.079], [1.831, 1.247, 2.979], [0.673, 0.631, 3.004], [-0.190, 0.537, 2.232], [0.515, -0.100, 4.190], [-0.594, -1.091, 4.324], [1.279, 3.168, 2.476], [1.581, 2.027, 1.073], [2.872, 2.754, 2.093], [-1.175, -1.310, 3.246], [-1.387, -0.543, 4.856], [-0.405, -1.895, 4.855]]}

## Q
{"formula": "C8H20LiNO8P", "method": "ωB97M-V/def2-TZVPD", "homo_ev": -1.13, "charge": -1, "orbital_gap_ev": 2.72, "e_lumo_ev": 1.59, "species": ["C", "N", "C", "C", "C", "C", "O", "H", "H", "H", "H", "H", "H", "H", "H", "H", "H", "H", "H", "H", "H", "Li", "P", "O", "O", "O", "O", "C", "O", "C", "O", "O", "C", "H", "H", "H", "H", "H", "H"], "coordinates": [[-3.634, -51.131, -15.269], [-2.541, -50.422, -14.443], [-3.225, -49.800, -13.343], [-1.504, -51.424, -14.024], [-1.899, -49.459, -15.270], [-0.813, -48.568, -14.625], [-0.142, -47.663, -15.419], [-4.325, -50.150, -15.493], [-4.364, -51.555, -14.793], [-3.175, -51.428, -16.266], [-3.820, -50.523, -12.794], [-3.821, -49.014, -13.671], [-2.509, -49.509, -12.732], [-2.025, -52.220, -13.464], [-0.725, -50.999, -13.175], [-1.197, -51.762, -14.994], [-2.600, -48.678, -15.743], [-1.306, -49.677, -16.061], [0.110, -49.111, -14.243], [-1.397, -47.932, -13.910], [0.407, -48.166, -15.890], [1.557, -50.639, -15.893], [1.523, -49.978, -18.062], [0.584, -50.974, -17.519], [1.220, -49.040, -16.729], [1.513, -49.507, -19.473], [2.679, -50.535, -17.425], [1.651, -53.706, -15.375], [1.939, -53.583, -13.916], [2.261, -52.405, -13.508], [1.867, -51.322, -14.054], [2.860, -52.355, -12.384], [3.080, -51.243, -11.608], [2.449, -53.327, -15.916], [0.723, -53.248, -15.804], [1.650, -54.738, -15.526], [2.274, -50.409, -11.509], [3.918, -50.670, -12.056], [3.166, -51.512, -10.664]]}

P takes first place; second place is 0.0045 hartree up.

## P
{"formula": "C5H16N2O", "method": "ωB97M-V/def2-TZVPD", "homo_ev": -8.30, "orbital_gap_ev": 7.99, "e_lumo_ev": -0.31, "species": ["C", "C", "C", "N", "N", "H", "H", "H", "H", "H", "H", "H", "H", "H", "H", "C", "C", "O", "H", "H", "H", "H", "H", "H"], "coordinates": [[0.809, -0.432, -0.865], [1.722, 0.677, -1.355], [1.514, -1.763, -0.654], [-0.361, -0.594, -1.633], [-1.125, 0.579, -1.831], [-0.916, -1.372, -1.280], [0.480, -0.084, 0.249], [-1.809, 0.383, -2.552], [-1.588, 0.800, -0.929], [2.331, -1.652, 0.060], [1.932, -2.121, -1.596], [2.149, 0.400, -2.322], [1.166, 1.603, -1.479], [2.538, 0.834, -0.648], [0.828, -2.521, -0.270], [0.389, 0.286, 1.777], [-2.355, 0.804, 1.839], [-1.408, 0.559, 0.861], [-2.986, 1.670, 1.585], [1.434, -0.018, 1.711], [-0.108, -0.376, 2.474], [0.300, 1.334, 2.027], [-1.918, 1.067, 2.825], [-3.018, -0.062, 2.006]]}

## Q
{"formula": "C5H16N2O", "method": "ωB97M-V/def2-TZVPD", "homo_ev": -8.40, "orbital_gap_ev": 9.30, "smiles": "CN[C@@H](C)CCN.O", "e_lumo_ev": 0.90, "species": ["C", "N", "C", "C", "C", "N", "C", "H", "H", "H", "H", "H", "H", "H", "H", "H", "H", "H", "H", "H", "H", "H", "H", "O"], "coordinates": [[-0.678, 0.763, -1.228], [-0.278, 0.643, 0.181], [0.947, -0.113, 0.462], [0.955, -0.546, 1.918], [0.152, -1.758, 2.371], [-1.137, -1.878, 1.706], [2.255, 0.544, 0.027], [-1.662, 0.307, -1.252], [-0.599, 1.778, -1.614], [-0.030, 0.204, -1.909], [-0.327, 1.483, 0.736], [0.767, -1.013, -0.142], [1.966, -0.688, 2.293], [0.529, 0.335, 2.430], [0.759, -2.637, 2.143], [-0.058, -1.687, 3.444], [-1.618, -1.030, 1.458], [-1.839, -2.453, 2.156], [2.748, 0.930, 0.925], [2.015, 1.423, -0.578], [2.953, -0.058, -0.548], [-3.006, 2.460, -4.778], [-2.576, 1.058, -5.189], [-2.238, 1.931, -5.012]]}

## R
{"formula": "C5H16N2O", "method": "ωB97M-V/def2-TZVPD", "homo_ev": -8.64, "orbital_gap_ev": 9.54, "smiles": "C[C@H](N)CN(C)C.O", "e_lumo_ev": 0.90, "species": ["N", "C", "C", "C", "N", "C", "C", "H", "H", "H", "H", "H", "H", "H", "H", "H", "H", "H", "H", "H", "H", "H", "H", "O"], "coordinates": [[-0.926, -0.456, 1.843], [-0.978, -0.703, 0.344], [-2.453, -0.475, -0.075], [0.046, 0.155, -0.347], [1.299, -0.516, -0.628], [2.438, 0.084, 0.070], [1.624, -0.707, -2.038], [-1.616, -1.151, 2.124], [-0.044, -0.682, 2.296], [-0.818, -1.772, 0.127], [-2.732, -1.381, -0.594], [-3.176, -0.189, 0.688], [-2.553, 0.411, -0.690], [-0.441, 0.603, -1.215], [0.153, 1.087, 0.266], [2.192, 0.615, 0.999], [3.130, 0.568, -0.618], [3.081, -0.715, 0.530], [0.870, -0.446, -2.766], [2.511, -0.175, -2.400], [1.584, -1.795, -2.194], [-1.279, 1.786, 1.444], [-0.661, 3.143, 1.107], [-1.249, 2.711, 1.727]]}

Q takes first place; second place is 0.0270 hartree up.

## P
{"formula": "C5H16N2O", "method": "ωB97M-V/def2-TZVPD", "homo_ev": -8.14, "orbital_gap_ev": 8.96, "smiles": "C[C@@H](N)CN(C)C.O", "e_lumo_ev": 0.81, "species": ["C", "N", "C", "C", "C", "C", "N", "H", "H", "H", "H", "H", "H", "H", "H", "H", "H", "H", "H", "H", "H", "H", "H", "O"], "coordinates": [[0.252, -0.160, 0.495], [-1.127, 0.266, 0.809], [-2.115, -0.665, 0.339], [-1.405, 0.919, 2.095], [0.462, 0.156, -1.058], [0.004, 1.500, -1.496], [1.889, -0.224, -1.244], [0.715, -1.113, 0.722], [0.955, 0.542, 1.059], [-2.236, -0.459, -0.742], [-1.850, -1.726, 0.609], [-3.129, -0.656, 0.781], [-0.451, 0.831, 2.766], [-2.180, 0.346, 2.637], [-1.769, 1.886, 1.798], [-0.289, -0.499, -1.581], [0.512, 1.690, -2.442], [-1.070, 1.896, -1.497], [0.284, 2.241, -0.726], [2.451, 0.603, -1.485], [1.842, -0.977, -1.945], [2.505, -2.905, -0.210], [2.694, -1.315, 0.252], [3.056, -2.178, 0.063]]}

## Q
{"formula": "C5H16N2O", "method": "ωB97M-V/def2-TZVPD", "homo_ev": -7.98, "orbital_gap_ev": 8.61, "smiles": "C[C@@H](CN)N(C)C.O", "e_lumo_ev": 0.63, "species": ["C", "N", "C", "C", "C", "C", "N", "H", "H", "H", "H", "H", "H", "H", "H", "H", "H", "H", "H", "H", "H", "H", "H", "O"], "coordinates": [[0.908, 1.422, 1.913], [0.054, 0.799, 0.938], [-1.270, 0.505, 1.550], [0.370, 2.385, -1.022], [0.061, 0.950, -0.491], [1.064, -0.027, -1.143], [1.341, -1.264, -0.428], [1.863, 1.750, 1.446], [0.448, 2.230, 2.476], [1.361, 0.626, 2.523], [-1.589, -0.382, 1.013], [-1.255, 0.502, 2.637], [-1.982, 1.329, 1.341], [-0.153, 3.123, -0.451], [1.456, 2.600, -0.917], [0.128, 2.540, -2.067], [-0.922, 0.849, -0.951], [1.973, 0.583, -1.020], [0.773, -0.097, -2.188], [1.196, -1.220, 0.575], [0.845, -2.005, -0.895], [-2.629, -3.747, -0.570], [-1.438, -4.508, -0.679], [-2.059, -4.062, -1.295]]}

Q takes first place; second place is 0.0297 hartree up.

## P
{"formula": "C5H16N2O", "method": "ωB97M-V/def2-TZVPD", "homo_ev": -9.10, "orbital_gap_ev": 10.13, "smiles": "COC(C)C.C=N.N", "e_lumo_ev": 1.03, "species": ["C", "C", "C", "C", "O", "H", "H", "H", "H", "H", "H", "H", "H", "H", "H", "C", "N", "N", "H", "H", "H", "H", "H", "H"], "coordinates": [[1.263, 0.694, 0.444], [1.201, -1.546, -0.459], [2.782, 0.878, 0.499], [0.666, 1.345, -0.802], [0.886, -0.675, 0.604], [0.824, 1.162, 1.334], [0.649, -1.289, -1.366], [2.273, -1.558, -0.674], [0.898, -2.538, -0.128], [3.197, 0.329, 1.341], [0.799, 2.422, -0.738], [3.253, 0.526, -0.417], [3.017, 1.932, 0.617], [1.167, 0.995, -1.702], [-0.399, 1.126, -0.880], [-2.909, -0.499, -0.764], [-2.021, -0.866, 1.387], [-2.596, 0.719, -0.968], [-2.261, 0.049, 1.792], [-3.344, 1.387, -0.783], [-1.029, -0.849, 1.159], [-2.210, -1.627, 2.029], [-2.235, -1.263, -1.134], [-3.870, -0.853, -0.389]]}

## Q
{"formula": "C5H16N2O", "method": "ωB97M-V/def2-TZVPD", "homo_ev": -9.08, "orbital_gap_ev": 9.78, "smiles": "NCCCCCN.O", "e_lumo_ev": 0.69, "species": ["C", "C", "C", "C", "C", "N", "N", "H", "H", "H", "H", "H", "H", "H", "H", "H", "H", "H", "H", "H", "H", "H", "H", "O"], "coordinates": [[-1.301, -0.562, -2.275], [-0.580, -0.772, -0.948], [-0.993, 0.105, 0.196], [-0.167, 1.461, 0.157], [1.148, 1.324, 0.879], [1.034, 1.502, 2.361], [-2.687, -0.962, -2.326], [-1.068, 0.385, -2.785], [-0.789, -1.117, -3.093], [0.533, -0.783, -1.046], [-0.817, -1.832, -0.711], [-1.028, -0.381, 1.162], [-2.011, 0.507, 0.030], [-0.060, 1.655, -0.917], [-0.838, 2.282, 0.428], [1.439, 0.303, 0.664], [1.882, 2.081, 0.571], [0.057, 1.450, 2.642], [1.462, 0.684, 2.782], [-3.314, -0.249, -1.984], [-2.917, -1.837, -1.880], [3.201, -1.706, 2.681], [4.374, -1.855, 1.656], [3.439, -1.683, 1.755]]}

Q takes first place; second place is 0.0206 hartree up.